{"formula": "C35H34ClN5O8SZr", "method": "ωB97M-V/def2-TZVPD", "elements": ["Zr", "O", "C", "C", "C", "C", "C", "C", "C", "N", "C", "C", "N", "C", "C", "C", "C", "C", "C", "C", "O", "H", "H", "H", "H", "H", "H", "H", "H", "H", "H", "H", "H", "H", "H", "O", "C", "O", "C", "C", "C", "C", "C", "C", "N", "O", "O", "H", "H", "H", "H", "Cl", "C", "C", "C", "C", "C", "C", "C", "O", "O", "H", "H", "H", "H", "C", "N", "C", "C", "S", "N", "C", "C", "H", "H", "H", "H", "H", "H", "H", "H", "H", "H", "H", "H"], "coordinates": [[0.578, 0.756, 0.522], [1.760, -0.800, -0.239], [2.813, -0.602, -1.005], [2.905, -1.189, -2.277], [4.026, -1.001, -3.057], [5.108, -0.244, -2.597], [5.042, 0.323, -1.344], [3.903, 0.172, -0.547], [3.864, 0.729, 0.791], [2.808, 0.890, 1.488], [3.004, 1.361, 2.869], [1.647, 1.611, 3.525], [0.827, 2.185, 2.484], [0.507, 3.418, 2.540], [0.006, 4.163, 1.404], [-0.728, 5.339, 1.581], [-1.139, 6.084, 0.497], [-0.774, 5.666, -0.786], [-0.018, 4.530, -0.980], [0.382, 3.743, 0.109], [1.119, 2.661, -0.081], [2.065, -1.773, -2.632], [4.068, -1.448, -4.042], [5.983, -0.109, -3.217], [5.875, 0.905, -0.966], [4.833, 1.002, 1.223], [3.569, 2.297, 2.849], [3.569, 0.618, 3.434], [1.757, 2.283, 4.383], [1.203, 0.677, 3.859], [0.679, 3.974, 3.469], [-0.984, 5.652, 2.587], [-1.724, 6.982, 0.636], [-1.088, 6.246, -1.644], [0.267, 4.201, -1.970], [-0.896, -0.768, -0.617], [-0.605, -0.198, -1.696], [0.181, 0.794, -1.702], [-1.175, -0.686, -2.988], [-0.792, -0.079, -4.179], [-1.311, -0.527, -5.381], [-2.211, -1.579, -5.361], [-2.607, -2.195, -4.187], [-2.080, -1.740, -2.991], [-2.768, -2.060, -6.636], [-2.390, -1.519, -7.655], [-3.545, -2.993, -6.596], [-0.087, 0.740, -4.143], [-1.035, -0.079, -6.324], [-3.315, -3.010, -4.226], [-2.363, -2.188, -2.049], [-7.562, 1.539, 3.257], [-5.932, 1.409, 2.678], [-5.522, 2.210, 1.622], [-4.220, 2.102, 1.163], [-3.344, 1.205, 1.760], [-3.768, 0.412, 2.821], [-5.069, 0.509, 3.284], [-1.948, 1.103, 1.273], [-1.121, 0.347, 1.885], [-1.554, 1.750, 0.275], [-6.217, 2.906, 1.173], [-3.866, 2.711, 0.342], [-3.064, -0.270, 3.280], [-5.416, -0.099, 4.107], [2.009, -3.871, -0.150], [2.046, -3.399, 1.230], [3.359, -2.984, 1.691], [0.933, -2.926, 1.832], [0.983, -1.667, 2.963], [-0.232, -3.515, 1.473], [-0.301, -4.934, 1.156], [-1.509, -2.922, 1.837], [2.796, -3.368, -0.710], [1.056, -3.607, -0.605], [2.166, -4.950, -0.220], [4.091, -3.700, 1.319], [3.385, -2.969, 2.777], [3.608, -1.987, 1.321], [0.651, -5.417, 1.362], [-0.575, -5.110, 0.114], [-1.060, -5.393, 1.792], [-1.454, -1.842, 1.769], [-1.799, -3.203, 2.855], [-2.262, -3.287, 1.136]], "forces_ev_per_a": [[0.03, 0.34, -0.09], [-0.14, 0.26, -0.16], [0.14, 0.07, 0.07], [-0.04, -0.01, 0.00], [0.05, 0.04, 0.03], [-0.02, -0.04, -0.06], [0.01, 0.02, 0.05], [-0.14, -0.07, 0.01], [0.04, 0.03, 0.00], [-0.02, -0.04, 0.08], [0.00, 0.04, 0.02], [0.03, -0.04, 0.00], [-0.23, 0.06, -0.21], [-0.02, 0.01, 0.03], [0.09, -0.09, -0.07], [-0.01, 0.02, 0.01], [0.01, -0.01, -0.02], [-0.01, 0.00, 0.04], [0.07, -0.02, -0.03], [0.02, 0.06, 0.00], [-0.21, -0.40, -0.02], [-0.01, 0.00, 0.00], [0.00, 0.00, 0.00], [0.00, 0.00, 0.00], [0.00, 0.00, 0.01], [-0.01, 0.00, 0.00], [0.01, -0.02, -0.01], [-0.02, -0.01, 0.00], [-0.01, 0.00, -0.01], [-0.02, 0.00, 0.02], [0.00, -0.02, 0.00], [0.00, 0.00, 0.01], [0.00, 0.00, 0.00], [0.00, 0.00, -0.01], [0.00, 0.00, 0.00], [0.10, 0.04, 0.20], [0.00, 0.04, -0.02], [-0.04, -0.12, 0.03], [0.02, 0.05, -0.04], [0.00, -0.04, 0.05], [-0.01, 0.01, -0.09], [0.02, 0.12, 0.19], [-0.06, -0.06, -0.07], [0.03, 0.02, 0.04], [0.16, -0.21, -0.12], [-0.07, 0.06, 0.01], [-0.07, 0.07, 0.02], [0.00, 0.00, -0.01], [0.00, 0.00, 0.01], [0.00, 0.00, 0.01], [-0.01, -0.01, 0.00], [-0.03, 0.00, 0.01], [0.06, -0.01, -0.02], [-0.03, 0.01, 0.00], [0.02, 0.00, -0.03], [0.00, -0.05, 0.05], [0.02, 0.04, -0.01], [0.00, -0.01, 0.01], [0.00, 0.01, 0.07], [0.01, 0.00, -0.02], [0.28, -0.01, 0.13], [0.00, 0.00, 0.00], [-0.01, 0.01, 0.00], [-0.01, -0.01, 0.01], [0.00, 0.00, 0.00], [0.02, 0.00, -0.05], [0.06, -0.02, 0.02], [0.01, -0.01, 0.03], [-0.10, 0.05, -0.12], [0.03, -0.09, -0.12], [-0.01, -0.03, 0.11], [0.00, -0.04, 0.02], [-0.01, 0.02, 0.01], [0.01, 0.00, 0.02], [0.03, 0.00, 0.00], [0.00, 0.00, -0.01], [0.00, -0.01, 0.00], [0.00, 0.00, -0.01], [-0.01, 0.00, -0.01], [-0.03, 0.01, 0.00], [0.00, -0.01, -0.01], [0.00, 0.00, 0.00], [0.00, -0.01, 0.00], [0.00, -0.02, 0.00], [0.01, 0.00, 0.00]], "de_lowest_ev": 0.5819, "energy_ev": -85320.5349, "fmax_ev_per_a": 0.45}